## A
{
  "formula": "C3H4N2S",
  "method": "ωB97M-V with the def2-TZVPD basis set",
  "e_homo_ev": -9.331,
  "gap_ev": 10.15,
  "species": ["H", "N", "C", "C", "N", "C", "S", "H", "H", "H"],
  "coordinates": [[3.035, -0.061, 0.082], [2.253, 0.582, 0.022], [1.108, 0.109, -0.018], [-0.269, 1.187, -0.047], [-1.356, 0.593, -0.005], [-1.353, -0.803, 0.011], [0.392, -1.473, -0.014], [-0.101, 2.246, -0.086], [-1.839, -1.174, 0.915], [-1.872, -1.206, -0.860]]
}


## B
{
  "formula": "C3H4N2S",
  "method": "ωB97M-V with the def2-TZVPD basis set",
  "e_homo_ev": [-9.426, -9.443],
  "gap_ev": [6.79, 6.82],
  "species": ["N", "C", "N", "S", "C", "C", "H", "H", "H", "H"],
  "coordinates": [[2.011, 1.917, -0.060], [2.025, 0.763, -0.050], [2.004, -0.468, 0.133], [1.495, -1.918, -0.176], [-1.392, -0.011, -0.616], [-1.172, -0.115, 0.667], [-0.891, -0.757, -1.408], [-1.951, 0.825, -0.976], [-1.561, 0.624, 1.376], [-0.569, -0.860, 1.111]]
}


Result of the stability comparison: A is the most stable of them.


## A
{
  "formula": "C3H4N2S",
  "method": "ωB97M-V with the def2-TZVPD basis set",
  "e_homo_ev": [-8.740, -8.048],
  "gap_ev": [7.89, 6.39],
  "species": ["C", "C", "C", "N", "N", "S", "H", "H", "H", "H"],
  "coordinates": [[0.233, 0.528, 0.027], [1.318, 1.284, 0.039], [-2.165, 0.367, -0.132], [2.576, -1.511, 0.207], [-0.921, 0.179, 0.253], [3.102, -0.118, -0.246], [-2.231, 0.905, -1.139], [-2.730, -0.637, -0.047], [-2.568, 1.175, 0.445], [3.386, -2.173, 0.594]]
}


## B
{
  "formula": "C3H4N2S",
  "method": "ωB97M-V with the def2-TZVPD basis set",
  "e_homo_ev": -9.248,
  "gap_ev": 7.87,
  "species": ["C", "N", "N", "C", "C", "S", "H", "H", "H", "H"],
  "coordinates": [[-1.093, 0.382, 2.096], [-0.856, 0.705, 0.899], [-0.138, -0.303, 0.237], [0.507, 0.134, -0.780], [1.053, -0.710, -1.824], [1.401, -0.097, -3.296], [-1.755, 1.039, 2.635], [-0.891, -0.639, 2.522], [0.591, 1.223, -0.842], [1.182, -1.735, -1.647]]
}


## C
{
  "formula": "C3H4N2S",
  "method": "ωB97M-V with the def2-TZVPD basis set",
  "e_homo_ev": -8.742,
  "gap_ev": 8.69,
  "species": ["C", "C", "C", "H", "H", "H", "H", "N", "N", "S"],
  "coordinates": [[-0.359, 0.126, -1.347], [-0.233, 0.323, 1.165], [0.421, -1.090, -0.984], [-1.602, -0.193, -1.506], [0.328, 0.501, -2.324], [-0.556, 0.561, 2.254], [0.560, -2.182, -1.829], [0.453, -0.842, 1.393], [0.907, -1.495, 0.152], [-0.451, 1.345, -0.026]]
}


## D
{
  "formula": "C3H4N2S",
  "method": "ωB97M-V with the def2-TZVPD basis set",
  "e_homo_ev": -8.870,
  "gap_ev": 9.55,
  "species": ["S", "N", "C", "C", "C", "N", "H", "H", "H", "H"],
  "coordinates": [[2.562, 0.013, -0.006], [0.834, 0.061, -0.134], [-0.012, 1.122, -0.080], [-1.312, 0.559, 0.066], [-1.117, -0.871, 0.020], [0.201, -1.090, -0.188], [2.652, -1.352, 0.337], [0.380, 2.117, -0.094], [-2.215, 0.994, -0.042], [-1.974, -1.553, 0.121]]
}


Result of the stability comparison: D is the most stable of them.